Computed, not measured: a 5-piece molecular cluster, C15H30O5 overall in a non-equilibrium geometry, with ωB97M-V/def2-TZVPD.

Positions of all 50 atoms, in Å:
O1 0.8518 -19.8339 23.3515
O2 -0.0739 -25.3175 24.2597
O3 3.1915 -25.9448 26.8104
O4 2.4330 -26.3228 19.7420
O5 0.8996 -30.5294 22.8655
C1 -0.9345 -19.9952 21.7206
C2 1.2795 -23.5118 24.5788
C3 1.6370 -19.9904 21.0672
C4 2.2683 -27.6612 25.5383
C5 0.5017 -29.6833 22.0717
C6 0.7828 -24.3871 22.2136
C7 1.9564 -26.0147 18.6394
C8 0.6146 -24.5151 23.6841
C9 0.8209 -25.0198 18.5199
C10 2.5540 -26.6015 17.3854
C11 3.2778 -26.6331 25.8320
C12 0.5404 -19.9202 22.1331
C13 1.3347 -28.4087 21.7340
C14 -0.8502 -29.8743 21.3833
C15 4.2338 -26.2552 24.7683
H1 2.0282 -28.2406 22.5579
H2 0.5726 -23.0685 25.2801
H3 1.5901 -19.0057 20.6021
H4 2.0137 -27.5285 17.1938
H5 -1.4530 -19.1178 22.1073
H6 0.0335 -25.4202 17.8814
H7 -0.9751 -20.0916 20.6357
H8 2.1030 -27.9437 24.4986
H9 -0.5152 -29.7390 20.3550
H10 1.8386 -24.4649 21.9540
H11 0.1900 -25.1845 21.7657
H12 2.4954 -28.5361 26.1475
H13 2.1524 -23.8374 25.1446
H14 3.6158 -26.7942 17.5394
H15 0.4393 -23.3948 21.9214
H16 -1.3478 -20.9158 22.1324
H17 2.5545 -25.8396 16.6059
H18 0.4978 -24.8009 19.5377
H19 3.6962 -25.9116 23.8846
H20 1.7922 -28.4562 20.7458
H21 -1.2896 -30.8692 21.4543
H22 2.6192 -19.9205 21.5347
H23 1.0999 -24.1219 17.9686
H24 4.8598 -25.4284 25.1039
H25 1.5383 -20.8438 20.3964
H26 1.2983 -27.2465 25.8126
H27 4.8501 -27.1075 24.4821
H28 -1.6213 -29.1349 21.5997
H29 1.5433 -22.6895 23.9137
H30 0.5605 -27.6490 21.6268

Computed properties:
Energy relative to the best compared isomer or geometry (same formula, charge and spin) (kcal per mole): 10.0
Lowest unoccupied orbital energy (alpha / beta) (eV): 2.9 / 2.8
Charge: -1
E (Eh): -965.66337
Spin multiplicity: 2
Highest occupied orbital energy (alpha / beta) (eV): 0.481 / -6.921

Mulliken population analysis, charges in e, atoms 1 to 8: atom 1 (O): -0.607, atom 2 (O): -0.578, atom 3 (O): -0.595, atom 4 (O): -0.380, atom 5 (O): -0.577, atom 6 (C): -1.508, atom 7 (C): -0.959, atom 8 (C): -1.711

Computed, not measured: C15H31AsCoNO2S3SbSi3 as an isolated structure in a non-equilibrium geometry, with ωB97M-V/def2-TZVPD.

Positions of all 58 atoms, in Å:
Sb1 -3.9770 -1.3197 -1.9441
As1 -0.0624 0.6277 0.3913
Co1 -0.7444 -1.0145 -1.2925
S1 -2.3207 -2.2318 -0.3421
S2 -5.1232 0.1262 -0.5623
S3 -2.1125 0.1243 -2.6790
Si1 -0.8244 2.8551 -0.1435
Si2 -0.9224 -0.0373 2.5242
Si3 2.3332 0.6470 0.6815
O1 2.5056 -3.4472 -0.8188
O2 1.1690 -1.6614 -0.8070
N1 -0.2077 -2.4985 -2.8550
C1 -0.8352 -4.1507 -4.4476
C2 -2.7277 2.8827 -0.0281
C3 -0.1446 4.2190 1.0222
C4 1.5715 -2.7921 -1.2391
C5 -0.2383 3.1399 -1.9421
C6 -0.3695 -1.8495 2.7664
C7 -0.9497 -2.8922 -3.8850
C8 0.7314 -3.3252 -2.3945
C9 3.0688 1.1660 -1.0104
C10 3.1421 -0.9260 1.4075
C11 0.1062 -5.0298 -3.9352
C12 0.9232 -4.5990 -2.9048
C13 -0.2251 1.0885 3.9147
C14 -2.8221 0.1370 2.5031
C15 2.7370 2.0535 1.9360
H1 -0.5478 2.2937 -2.5539
H2 -0.6929 -2.4367 1.9077
H3 -3.1677 2.0198 -0.5218
H4 2.3229 3.0028 1.6158
H5 -0.8779 1.0808 4.7811
H6 1.6926 -5.2157 -2.4688
H7 -0.0955 3.8664 2.0480
H8 0.8487 4.5449 0.7307
H9 0.7590 0.7663 4.2435
H10 -0.7905 5.0898 1.0036
H11 -0.1475 2.1157 3.5675
H12 -3.1529 3.7676 -0.4940
H13 -1.6712 -2.1820 -4.2730
H14 0.1985 -6.0257 -4.3384
H15 -0.6709 4.0318 -2.3855
H16 4.1904 -0.9752 1.1222
H17 -3.2875 -0.3304 3.3663
H18 0.8445 3.2184 -2.0120
H19 2.6751 -1.8267 1.0233
H20 -3.1180 1.1808 2.4962
H21 2.5523 0.6418 -1.8115
H22 4.1256 0.9223 -1.0765
H23 3.0942 -0.9478 2.4946
H24 -1.4686 -4.4335 -5.2723
H25 2.3364 1.8312 2.9192
H26 3.8096 2.1795 2.0430
H27 2.9610 2.2371 -1.1729
H28 0.7132 -1.9385 2.8323
H29 -0.8036 -2.3077 3.6521
H30 -3.0695 2.8645 1.0022
H31 -3.2431 -0.3276 1.6152

Computed properties:
Lowest unoccupied orbital energy (alpha / beta) (eV): 0.0 / -2.8
E (Eh): -6717.38476
Spin multiplicity: 6
Highest occupied orbital energy (alpha / beta) (eV): -7.990 / -8.381

Mulliken population analysis, charges in e, atoms 1 to 8: atom 1 (Sb): 0.516, atom 2 (As): 0.468, atom 3 (Co): 0.807, atom 4 (S): -0.435, atom 5 (S): -0.296, atom 6 (S): -0.557, atom 7 (Si): 0.497, atom 8 (Si): 0.188

Computed, not measured: C15H31BO8S as an isolated structure in a non-equilibrium geometry, with ωB97M-V/def2-TZVPD.

Positions of all 56 atoms, in Å:
S1 0.8075 -0.0416 6.4449
O1 1.5158 -1.1219 7.0318
O2 0.5597 -0.4190 -1.5717
O3 1.0573 1.2647 6.9367
O4 -0.7431 -0.4128 6.4371
O5 -3.6737 -1.6082 5.0904
O6 0.6566 1.5427 -6.3233
O7 0.9893 0.0043 4.8514
O8 -1.8126 -3.0272 5.4725
C1 -1.3114 1.9918 4.7247
C2 -0.4244 -0.2528 -3.7792
C3 2.8281 0.8798 -7.1629
C4 -0.0565 -0.9739 2.7844
C5 -2.0857 0.7693 4.8566
C6 1.3329 0.6018 -7.1561
C7 -0.4632 0.2217 1.9050
C8 0.7531 0.6255 -8.5619
C9 -0.9640 -2.1727 -2.2460
C10 -0.6150 -0.6946 -2.3377
C11 -0.0300 -0.8293 4.2899
C12 -1.2953 -0.5375 5.0722
C13 0.7012 0.9676 1.2449
C14 1.8435 1.3549 2.1775
C15 -0.7040 3.0000 4.5188
B1 -2.3119 -1.7805 5.1910
H1 -2.7474 0.6684 3.9987
H2 -1.3256 -0.4253 -4.3690
H3 2.6260 1.8508 1.6044
H4 -1.4089 -0.1038 -1.8773
H5 -0.2066 3.9161 4.3252
H6 0.3109 1.8717 0.7808
H7 -0.7165 -1.8134 2.5687
H8 1.1465 -0.3735 -6.7034
H9 0.7988 2.4206 -6.6947
H10 1.2342 -0.1149 -9.2022
H11 -2.0986 -3.6411 4.7824
H12 3.0275 1.8737 -7.5726
H13 0.9313 -1.2938 2.4594
H14 1.2852 -0.9249 -1.9552
H15 -3.9644 -1.2953 4.2243
H16 0.4001 -0.8038 -4.2413
H17 3.3655 0.1464 -7.7655
H18 -0.1750 0.8049 -3.8327
H19 -1.0983 -2.4724 -1.2056
H20 0.2340 -1.8370 4.6375
H21 -1.0468 -0.1840 1.0763
H22 -1.8794 -2.3986 -2.7943
H23 -2.7161 0.8817 5.7358
H24 1.5283 2.0320 2.9642
H25 -1.1128 0.9237 2.4139
H26 -0.3174 0.4217 -8.5372
H27 2.3007 0.4917 2.6504
H28 3.2259 0.8560 -6.1482
H29 -0.1554 -2.7799 -2.6623
H30 0.8918 1.6119 -9.0129
H31 1.1085 0.3382 0.4611

Computed properties:
Lowest unoccupied orbital energy (eV): -0.1
E (Eh): -1615.09072
Highest occupied orbital energy (eV): -9.919

Mulliken population analysis, charges in e, atoms 1 to 8: atom 1 (S): 1.219, atom 2 (O): -0.629, atom 3 (O): -0.492, atom 4 (O): -0.581, atom 5 (O): -0.355, atom 6 (O): -0.585, atom 7 (O): -0.508, atom 8 (O): -0.348

Computed, not measured: a 3-piece molecular cluster, C15H31BrNO4 overall in a non-equilibrium geometry, with ωB97M-V/def2-TZVPD.

Positions of all 52 atoms, in Å:
Br1 2.8311 -2.2688 -3.9811
O1 -2.0680 0.0296 4.6708
O2 -0.7383 -0.3722 1.3990
O3 -0.1623 -0.0052 5.8501
O4 0.3713 0.8084 -0.1497
N1 -0.5483 1.1951 -3.3629
C1 1.0955 0.5044 -5.3732
C2 -1.9888 0.9783 -2.8534
C3 1.0618 1.4756 7.3447
C4 -1.0463 0.6106 5.0363
C5 -1.3831 -0.6658 -4.9514
C6 2.9838 -0.2947 -3.5158
C7 -0.0385 0.0631 -4.2749
C8 2.6060 0.6959 -4.7669
C9 -0.0596 -0.2783 0.2356
C10 -0.8115 2.0434 4.6593
C11 -0.5028 -2.5007 2.5563
C12 -1.4407 -1.5473 1.8427
C13 -2.4061 -0.3953 -3.6638
C14 0.2413 -1.5304 -0.5337
C15 1.1407 0.5090 6.1796
H1 1.7490 -0.3539 6.4716
H2 4.0991 -0.1272 -3.1986
H3 -1.1960 2.2041 3.6465
H4 -1.9768 -2.0220 1.0156
H5 0.2358 -0.7535 -3.4526
H6 1.0627 -0.2370 -6.3077
H7 1.6263 0.9448 5.3014
H8 -0.6370 2.0301 -3.9832
H9 -3.5364 -0.6485 -3.8326
H10 -1.8271 -0.2035 -5.9300
H11 -0.0084 -1.9959 3.3923
H12 3.3988 0.5933 -5.6393
H13 0.5963 0.9935 8.2101
H14 0.7640 1.5753 -5.7829
H15 -2.0325 -1.2321 -2.9013
H16 -0.4971 -2.3182 -0.3967
H17 -2.0724 0.6088 -1.7234
H18 0.2885 -2.8591 1.8925
H19 0.4492 2.3482 7.1030
H20 -1.2575 -1.8516 -4.9234
H21 2.6845 1.8089 -4.3630
H22 2.0597 1.8216 7.6283
H23 0.2373 -1.2915 -1.6025
H24 -1.3485 2.6914 5.3564
H25 -2.2049 -1.2030 2.5479
H26 0.0930 1.3839 -2.5558
H27 -2.6040 1.9628 -3.0342
H28 1.2305 -1.8980 -0.2497
H29 2.2971 0.0154 -2.6089
H30 -1.0500 -3.3660 2.9407
H31 0.2398 2.3237 4.6321

Computed properties:
Lowest unoccupied orbital energy (eV): -2.7
Charge: +1
E (Eh): -3519.53033
Highest occupied orbital energy (eV): -12.059

Mulliken population analysis, charges in e, atoms 1 to 8: atom 1 (Br): -0.149, atom 2 (O): -0.614, atom 3 (O): -0.315, atom 4 (O): -0.349, atom 5 (O): -0.652, atom 6 (N): -0.011, atom 7 (C): -0.683, atom 8 (C): -0.232

> Which value of E does entry 1 give?

-965.66337 Eh